Computed, not measured: a cluster of 2 separate species, C2H6NOPS2 in total at a distorted geometry, with ωB97M-V/def2-TZVPD.

Its LUMO energy (alpha / beta) is -2.210 / -2.335 eV. For the energy above the lowest of the compared OMol25 structures with the same formula, charge and spin, the calculation gives 392.5 kJ/mol. The calculation puts the gap between HOMO and LUMO (alpha / beta) at 6.35 / 6.18 eV.

Structure (XYZ):
```
13
Properties=species:S:1:pos:R:3:forces:R:3
C -0.237 0.357 -0.833 1.953 -2.165 1.302
C -0.882 -0.250 0.437 -3.331 -0.069 -1.634
N 1.204 0.092 -0.578 -0.101 0.186 -0.619
O 0.035 -0.908 1.265 -0.705 0.096 0.621
P 1.474 -1.016 0.640 3.049 0.136 -0.475
S 2.561 -2.832 -1.564 -0.274 0.406 0.722
S 2.837 0.058 2.163 -2.458 0.312 -0.228
H -0.543 -0.229 -1.712 -0.205 0.980 0.025
H -0.354 1.396 -0.758 -0.667 1.407 -0.963
H -1.418 0.598 0.954 0.505 -1.315 -0.017
H -1.631 -1.039 0.020 0.932 1.377 1.299
H 1.850 0.170 -1.369 -0.415 -0.252 0.621
H 3.737 -0.662 1.620 1.716 -1.100 -0.653
```
Positions in Å, forces in eV/Å.

---

Computed, not measured: a structure of composition C2H6NOS2 at a distorted geometry, with ωB97M-V/def2-TZVPD.

Its LUMO energy is 3.184 eV. Its net charge is -1. For the energy above the lowest of the compared OMol25 structures with the same formula, charge and spin, the calculation gives 229.6 kJ/mol. The calculation puts the gap between HOMO and LUMO at 6.70 eV.

Structure (XYZ):
```
12
Properties=species:S:1:pos:R:3:forces:R:3
C -0.281 1.056 0.240 -0.119 0.723 0.230
C -1.108 -0.095 0.125 2.250 -3.481 0.199
N -0.100 -1.555 0.631 -2.594 3.007 -0.370
O -0.822 -2.685 0.207 0.137 -0.137 -0.028
S 2.456 0.377 -1.080 0.573 0.201 -0.192
S -2.513 -0.446 -0.592 0.130 0.203 0.305
H -0.771 1.972 -0.090 -0.078 0.009 0.103
H 0.161 1.167 1.229 0.000 -0.089 0.058
H 0.676 0.884 -0.412 -0.324 -0.173 0.142
H 0.691 -1.429 -0.007 -0.120 0.074 -0.241
H 2.098 -0.869 -1.379 -0.030 -0.287 -0.170
H -1.645 -2.331 -0.209 0.174 -0.050 -0.035
```
Positions in Å, forces in eV/Å.